Entry 1:
Here is a 2-piece molecular cluster, C3H7NO overall from the OMol25 dataset. Energies are from ωB97M-V with the def2-TZVPD basis set.

Summary:
Total energy (eV): -6759.28763
SMILES: C=CO.C=N
HOMO level (eV): -9.187
LUMO level (eV): 1.0
Largest force on an atom (hartree/bohr): 0.038
HOMO-LUMO gap (eV): 10.2
Relative energy (zero: lowest compared OMol25 entry of this formula, charge and spin) (eV): 3.4627

The geometry in XYZ format:
```
12
Properties=species:S:1:pos:R:3:forces:R:3:mulliken_charge:R:1
C -5.54230 2.44545 3.18857 1.2 0.7 0.1 -0.1908
N -5.63259 1.46395 3.96610 1.3 -0.8 -0.5 -0.4622
H -4.88713 2.35581 2.29919 -1.0 -0.6 -0.2 0.1966
H -5.80293 3.50611 3.32271 -0.3 -0.2 0.7 0.2229
H -5.79864 1.50763 4.96076 -1.2 0.8 -0.1 0.2335
C 2.98886 -0.79979 -1.59313 -1.1 -0.8 0.7 -0.6757
C 3.69512 -1.72653 -2.21043 1.2 -1.0 -0.7 0.1320
O 4.43307 -1.59793 -3.33629 0.9 -0.5 -1.3 -0.5046
H 2.30488 -1.17919 -0.81619 0.6 0.6 -0.2 0.2173
H 2.88707 0.22405 -1.93956 0.2 -0.2 0.0 0.2448
H 3.88019 -2.82112 -2.01960 -1.2 1.3 0.8 0.2869
H 4.89281 -0.81337 -3.63896 -0.6 0.7 0.7 0.2992
```
Forces are in eV/Å.

Entry 2:
Here is one molecule with the formula C3H7NO from the OMol25 dataset. Energies are from ωB97M-V with the def2-TZVPD basis set.

Summary:
Total energy (eV): -6760.19618
SMILES: N[C@@H]1C[C@H]1O
HOMO level (eV): -9.327
LUMO level (eV): 0.9
Largest force on an atom (hartree/bohr): 0.050
HOMO-LUMO gap (eV): 10.2
Relative energy (zero: lowest compared OMol25 entry of this formula, charge and spin) (eV): 2.5542

The geometry in XYZ format:
```
12
Properties=species:S:1:pos:R:3:forces:R:3:mulliken_charge:R:1
C -0.41963 -0.02632 0.32778 -0.4 -0.8 2.3 -0.0170
C 0.28986 1.24931 -0.06181 1.5 -0.9 0.9 -0.7378
C 0.82555 -0.09611 -0.45251 0.4 0.5 0.8 -0.1485
H -2.32466 0.09635 0.19888 -1.2 -0.6 0.0 0.2600
H -1.80247 -1.55753 -0.01544 0.0 1.8 0.1 0.2363
H -0.36025 -0.09069 1.46920 0.3 -0.4 -1.6 0.2518
H 0.92689 1.54590 0.81621 -1.1 0.6 -1.1 0.2584
H -0.01316 1.91230 -0.83856 -0.2 0.5 -0.2 0.3003
H 0.71732 -0.37342 -1.45559 -0.5 -0.3 -1.4 0.4224
H 1.78935 -1.55326 0.14455 1.3 1.9 0.2 0.3433
N -1.66687 -0.53612 -0.21453 1.0 0.0 -0.3 -0.6370
O 2.03807 -0.57039 0.08181 -1.1 -2.3 0.3 -0.5322
```
Forces are in eV/Å.

Entry 3:
Here is one molecule with the formula C3H7NO2 from the OMol25 dataset. Energies are from ωB97M-V with the def2-TZVPD basis set.

Summary:
Total energy (eV): -8808.38398
SMILES: CO/C=C(\N)O
HOMO level (eV): -7.967
LUMO level (eV): 0.8
Largest force on an atom (hartree/bohr): 0.007
HOMO-LUMO gap (eV): 8.8
Relative energy (zero: lowest compared OMol25 entry of this formula, charge and spin) (eV): 2.1449

The geometry in XYZ format:
```
13
Properties=species:S:1:pos:R:3:forces:R:3:mulliken_charge:R:1
C 0.43958 -1.47022 -1.19859 0.0 -0.1 -0.3 -0.6500
O 0.97502 -0.97640 0.01661 0.0 0.1 0.1 -0.4019
C -0.02728 -0.44718 0.81499 -0.1 0.2 0.1 -0.4242
C -0.28230 0.86961 0.79447 0.2 -0.2 -0.1 0.4936
O -1.33261 1.44051 1.44571 -0.1 -0.1 0.1 -0.4925
N 0.51181 1.81613 0.18148 0.0 0.0 0.0 -0.4996
H 0.03936 -0.65010 -1.81425 0.1 -0.1 0.1 0.2542
H -0.37328 -2.18825 -1.01521 0.2 0.1 0.0 0.3093
H 1.24851 -1.97065 -1.73759 -0.1 0.1 0.1 0.2397
H -0.55688 -1.13866 1.46919 0.0 0.1 -0.1 0.3916
H -1.95612 0.73558 1.66182 0.0 0.1 0.0 0.3015
H 0.01693 2.55325 -0.30028 0.1 -0.1 0.0 0.2210
H 1.29725 1.42639 -0.31835 -0.1 0.0 0.0 0.2574
```
Forces are in eV/Å.

Entry 4:
Here is one molecule with the formula C3H7NO2 from the OMol25 dataset. Energies are from ωB97M-V with the def2-TZVPD basis set.

Summary:
Total energy (eV): -8806.73911
HOMO level (eV): -8.317
LUMO level (eV): 0.5
Largest force on an atom (hartree/bohr): 0.058
HOMO-LUMO gap (eV): 8.8
Relative energy (zero: lowest compared OMol25 entry of this formula, charge and spin) (eV): 3.7897

The geometry in XYZ format:
```
13
Properties=species:S:1:pos:R:3:forces:R:3:mulliken_charge:R:1
C -0.06437 -0.75910 0.52484 -0.4 1.9 -2.2 0.2921
C -1.05048 0.20695 -0.01479 -0.7 -1.1 -1.3 -0.0820
C 2.00896 0.46197 -0.10911 -0.1 -0.2 0.1 -0.6927
N -2.20427 -0.15687 -0.55139 0.3 0.4 1.0 -0.3160
O -0.05210 -0.20309 1.69271 0.3 -0.3 1.1 -0.7203
O 1.05269 -0.51510 -0.49060 0.2 -0.7 1.0 -0.4220
H -0.33203 -1.82224 0.37253 0.3 0.0 0.2 0.3494
H -0.79473 1.25829 -0.06842 0.2 -0.2 0.3 0.3306
H -2.46980 -1.13288 -0.50014 0.0 0.2 -0.2 0.2410
H -2.89950 0.52996 -0.80906 -0.1 -0.2 0.1 0.2354
H 3.00247 0.05606 -0.31443 0.0 0.1 0.0 0.2400
H 1.87374 1.38236 -0.68921 0.0 0.0 0.0 0.2094
H 1.92942 0.69371 0.95708 0.0 0.0 -0.1 0.3350
```
Forces are in eV/Å.

Entry 5:
Here is a 2-piece molecular cluster, C3H7NO2 overall from the OMol25 dataset. Energies are from ωB97M-V with the def2-TZVPD basis set.

Summary:
Total energy (eV): -8808.90322
SMILES: CC=O.NC=O
HOMO level (eV): -10.222
LUMO level (eV): 0.5
Largest force on an atom (hartree/bohr): 0.045
HOMO-LUMO gap (eV): 10.8
Relative energy (zero: lowest compared OMol25 entry of this formula, charge and spin) (eV): 1.6256

The geometry in XYZ format:
```
13
Properties=species:S:1:pos:R:3:forces:R:3:mulliken_charge:R:1
O -0.82583 1.12787 2.75716 -0.6 -0.2 -0.3 -0.4559
C -0.43510 0.10955 2.24131 1.4 0.9 1.6 0.1700
C 0.72797 0.17576 1.27760 -0.3 -1.5 0.3 -0.2446
H -0.74788 -0.84921 2.69378 -0.3 -0.2 -0.6 0.3503
H 1.25559 -0.78172 1.21373 -0.2 -0.1 0.0 0.3112
H 0.28203 0.35108 0.31352 0.5 0.7 -0.3 -0.4299
H 1.46362 0.89126 1.62173 -0.3 0.5 -0.3 0.3267
C -0.17630 0.42108 -2.28286 0.2 0.2 0.6 0.1447
N -0.33633 -0.80309 -1.70603 -0.1 -0.1 -1.2 -0.2532
O -0.15804 0.61828 -3.47262 -0.1 -0.1 0.0 -0.5335
H -0.01891 1.22845 -1.54772 -0.1 0.1 -0.1 0.2315
H -0.46502 -0.96961 -0.73166 -0.1 0.0 0.1 0.1731
H -0.56579 -1.51971 -2.37792 0.0 -0.3 0.3 0.2097
```
Forces are in eV/Å.

Entry 6:
Here is a 3-piece molecular cluster, C3H7NO2 overall from the OMol25 dataset. Energies are from ωB97M-V with the def2-TZVPD basis set.

Summary:
Total energy (eV): -8801.76325
HOMO level (alpha / beta) (eV): -7.591 / -9.157
LUMO level (alpha / beta) (eV): -1.3 / 0.7
Largest force on an atom (hartree/bohr): 0.079
HOMO-LUMO gap (alpha / beta) (eV): 6.3 / 9.9
Relative energy (zero: lowest compared OMol25 entry of this formula, charge and spin) (eV): 8.7656

The geometry in XYZ format:
```
13
Properties=species:S:1:pos:R:3:forces:R:3:mulliken_charge:R:1
C 1.92498 -0.91283 -1.97761 2.4 2.0 -0.5 -0.6270
C 0.96756 0.58477 0.82556 0.8 -0.1 0.7 0.6159
C 1.09177 1.11229 2.01790 0.1 0.6 1.3 -0.9894
N 0.82833 0.10761 -0.20645 -1.3 -1.2 -3.7 -0.3182
O -3.43301 -0.16855 -0.44523 -0.2 0.1 -0.9 -0.3896
O -3.08762 0.03959 0.95203 0.0 -0.3 -1.0 -0.2891
H 2.65353 -1.58226 -1.55044 0.1 0.0 0.1 0.2808
H 0.99270 -1.28955 -2.21811 -1.6 -0.6 -0.4 0.2461
H 0.70248 0.59853 2.84521 -0.3 -0.5 1.1 0.2834
H -3.74475 -0.60630 1.25550 0.4 0.2 0.4 0.3390
H 1.46078 2.08757 2.09640 0.4 1.2 0.3 0.2818
H 2.31642 -0.00366 -2.55592 -0.7 -1.5 1.1 0.2322
H -2.67316 0.03278 -1.03883 0.0 0.0 1.5 0.3340
```
Forces are in eV/Å.

Entry 7:
Here is a 2-piece molecular cluster, C3H7NO2 overall from the OMol25 dataset. Energies are from ωB97M-V with the def2-TZVPD basis set.

Summary:
Total energy (eV): -8804.53704
HOMO level (eV): -7.336
LUMO level (eV): -0.3
Largest force on an atom (hartree/bohr): 0.029
HOMO-LUMO gap (eV): 7.1
Relative energy (zero: lowest compared OMol25 entry of this formula, charge and spin) (eV): 5.9918

The geometry in XYZ format:
```
13
Properties=species:S:1:pos:R:3:forces:R:3:mulliken_charge:R:1
O 0.55314 0.95020 -1.78815 0.0 0.2 0.4 -0.6178
C -0.48729 0.87310 -1.08886 -0.1 0.3 0.4 -0.3790
C -0.71514 -0.61392 -0.59953 0.0 0.1 -0.1 -0.3667
O -0.81569 -0.85404 0.85326 0.3 0.0 0.3 -0.2825
C 0.02055 -0.24833 1.60229 -0.1 0.2 0.0 0.1158
N 1.05554 0.44500 1.18944 -0.2 0.0 -0.2 -0.4070
H 1.20072 0.47779 0.17111 0.0 0.0 0.0 0.3698
H -0.38726 1.95745 0.31998 -0.5 -0.9 -1.1 -0.1006
H -1.42165 1.38232 -1.35618 0.1 -0.1 -0.1 0.3193
H -1.63660 -1.05846 -0.98475 0.1 0.2 0.1 0.3007
H 0.13561 -1.21166 -0.94855 -0.1 0.2 0.0 0.3610
H -0.22293 -0.28870 2.66126 0.0 0.1 -0.1 0.3502
H 0.96066 1.43709 1.47907 0.5 -0.3 0.4 0.3369
```
Forces are in eV/Å.

Entry 8:
Here is one molecule with the formula C3H7NO2 from the OMol25 dataset. Energies are from ωB97M-V with the def2-TZVPD basis set.

Summary:
Total energy (eV): -8810.31318
SMILES: CCOC(N)=O
HOMO level (eV): -10.405
LUMO level (eV): 0.9
Largest force on an atom (hartree/bohr): 0.018
HOMO-LUMO gap (eV): 11.3
Relative energy (zero: lowest compared OMol25 entry of this formula, charge and spin) (eV): 0.2157

The geometry in XYZ format:
```
13
Properties=species:S:1:pos:R:3:forces:R:3:mulliken_charge:R:1
C 1.85253 0.81318 -0.13723 0.0 0.0 -0.1 -1.1011
C 0.61851 0.26930 -0.82776 0.1 0.2 0.0 -0.2087
O -0.13242 -0.33730 0.22021 -0.2 -0.1 -0.2 -0.3225
C -1.45199 -0.53294 0.01940 -0.5 0.1 0.2 0.6178
O -2.07625 -0.23284 -0.97840 0.5 -0.3 0.7 -0.5901
N -1.92743 -1.11417 1.17099 -0.3 0.1 -0.5 -0.3936
H 2.37490 -0.00322 0.37439 0.0 0.2 -0.1 0.2885
H 1.55612 1.55523 0.61340 0.1 -0.1 -0.2 0.2838
H 2.51877 1.27455 -0.86946 0.0 0.0 0.1 0.3742
H 0.01732 1.05423 -1.29640 0.1 -0.1 0.0 0.3171
H 0.86079 -0.49081 -1.58122 0.0 0.2 0.1 0.2648
H -2.91738 -1.15478 1.34498 0.1 0.1 -0.2 0.2413
H -1.29347 -1.10042 1.94711 -0.1 -0.1 0.2 0.2286
```
Forces are in eV/Å.

Entry 9:
Here is one molecule with the formula C3H7NO2 from the OMol25 dataset. Energies are from ωB97M-V with the def2-TZVPD basis set.

Summary:
Total energy (eV): -8809.79268
SMILES: NC(=O)CCO
HOMO level (eV): -10.153
LUMO level (eV): 0.7
Largest force on an atom (hartree/bohr): 0.007
HOMO-LUMO gap (eV): 10.8
Relative energy (zero: lowest compared OMol25 entry of this formula, charge and spin) (eV): 0.7362

The geometry in XYZ format:
```
13
Properties=species:S:1:pos:R:3:forces:R:3:mulliken_charge:R:1
N -0.94966 -1.21180 -0.63082 -0.1 0.1 -0.2 -0.4962
C -1.01744 0.18333 -0.69497 -0.3 0.2 0.0 0.4174
O -2.02339 0.72626 -1.09918 0.2 -0.2 0.1 -0.5815
C 0.10276 1.01142 -0.07867 0.0 0.0 0.0 -0.2691
C 1.21790 0.26561 0.64245 0.2 0.2 -0.3 -0.5297
O 0.73705 -0.55705 1.67968 -0.1 -0.2 0.0 -0.5329
H -0.12042 -1.69850 -0.94891 0.1 0.3 0.2 0.2381
H -1.80386 -1.61949 -0.99201 0.1 0.0 -0.1 0.2473
H -0.41880 1.65230 0.64197 0.1 -0.1 -0.1 0.2384
H 0.50286 1.68353 -0.84744 0.0 -0.2 0.1 0.2942
H 1.83175 -0.30114 -0.07894 -0.1 0.0 0.1 0.2679
H 1.88064 0.99825 1.11475 -0.1 -0.1 -0.1 0.3279
H 0.06060 -1.13272 1.29208 0.1 0.1 0.2 0.3782
```
Forces are in eV/Å.